{"formula": "C3H13N2", "method": "wB97M-V/def2-TZVPD", "total_charge": 1, "e_homo_ev": -14.607, "orbital_gap_ev": 11.54, "relative_energy_kj_mol": 145.6, "lumo_energy_ev": -3.07, "largest_force_ha_per_bohr": 0.052, "elements": ["H", "C", "H", "N", "H", "H", "H", "C", "H", "H", "H", "C", "H", "H", "H", "H", "N", "H"], "coordinates": [[-1.452, -0.469, 1.869], [0.478, -0.263, -2.050], [-0.080, -1.168, -1.888], [0.539, -0.965, 1.188], [-1.192, 1.369, 0.337], [1.491, -0.670, -2.298], [-0.610, 2.407, -1.035], [-0.769, 1.409, -0.658], [0.339, -1.905, 0.813], [-0.518, -1.479, 2.951], [1.269, 1.339, -1.082], [-0.471, -0.670, 2.268], [0.020, 0.239, 2.726], [1.461, -0.941, 1.642], [-1.589, 1.021, -1.279], [0.572, -0.102, 0.319], [0.532, 0.623, -0.888], [-0.022, 0.223, -2.935]], "mulliken_charge": [0.31, -0.99, 0.35, -0.43, 0.29, 0.35, 0.36, -0.85, 0.34, 0.37, 0.31, -0.86, 0.35, 0.36, 0.31, 0.48, -0.41, 0.37]}

=====

{"formula": "C3H13N2", "method": "wB97M-V/def2-TZVPD", "total_charge": 1, "e_homo_ev": -14.059, "orbital_gap_ev": 11.02, "relative_energy_kj_mol": 92.7, "lumo_energy_ev": -3.04, "largest_force_ha_per_bohr": 0.027, "elements": ["H", "N", "H", "H", "N", "H", "H", "H", "C", "C", "H", "C", "H", "H", "H", "H", "H", "H"], "coordinates": [[-2.485, -0.261, -0.564], [-0.622, -0.841, 0.239], [-2.622, -1.273, 0.851], [-2.141, 0.434, 1.008], [1.420, 1.025, -0.440], [0.572, 2.567, 0.657], [0.621, -1.762, -1.179], [-0.313, -1.240, 1.124], [-2.051, -0.471, 0.414], [-0.405, -1.810, -0.846], [-0.638, -2.823, -0.547], [1.505, 1.992, 0.645], [-1.045, -1.591, -1.695], [1.196, 1.489, -1.310], [-0.091, 0.056, 0.116], [1.652, 1.497, 1.604], [2.314, 2.705, 0.533], [2.300, 0.537, -0.581]], "mulliken_charge": [0.37, 0.02, 0.38, 0.34, -0.64, 0.32, 0.33, 0.37, -0.88, -0.87, 0.36, -0.89, 0.34, 0.22, 0.34, 0.32, 0.34, 0.24]}

=====

{"formula": "C3H13N2O", "method": "wB97M-V/def2-TZVPD", "e_homo_ev": [-3.087, -9.520], "orbital_gap_ev": [3.60, 9.88], "relative_energy_kj_mol": 30.3, "lumo_energy_ev": [0.51, 0.36], "spin_multiplicity": 2, "largest_force_ha_per_bohr": 0.043, "elements": ["H", "N", "N", "H", "C", "H", "H", "H", "H", "H", "H", "H", "H", "C", "H", "H", "H", "O", "C"], "coordinates": [[-2.074, 0.159, -0.998], [-0.821, -1.014, 1.510], [0.605, 1.430, 0.655], [-1.381, 1.954, 0.476], [-0.555, -1.125, 0.026], [2.650, -0.393, -2.245], [-1.803, -1.300, 1.734], [0.472, -1.306, -0.151], [-0.550, 0.091, -1.645], [-0.616, -0.068, 1.851], [1.391, 0.992, 0.213], [-0.188, -1.664, 2.004], [-0.457, 2.151, -1.031], [-0.603, 1.527, -0.145], [0.848, 2.288, 1.121], [-1.106, -1.958, -0.369], [2.951, -1.086, -0.854], [2.277, -0.821, -1.481], [-1.042, 0.142, -0.671]], "mulliken_charge": [0.63, -1.75, -0.49, 0.38, -1.33, 0.29, 0.95, 0.17, 0.26, 0.48, 0.19, 1.09, 0.34, -0.86, 0.21, 0.17, 0.28, -0.58, -0.44]}

=====

{"formula": "C3H13N2O", "method": "wB97M-V/def2-TZVPD", "total_charge": 1, "e_homo_ev": -12.796, "orbital_gap_ev": 9.54, "relative_energy_kj_mol": 168.9, "lumo_energy_ev": -3.25, "largest_force_ha_per_bohr": 0.061, "elements": ["H", "H", "N", "H", "H", "H", "H", "H", "C", "C", "H", "H", "C", "N", "H", "H", "O", "H", "H"], "coordinates": [[-0.058, -3.171, 0.788], [1.288, -0.113, 1.673], [-0.329, -0.984, 0.740], [-0.229, 0.631, 2.117], [1.340, -2.004, 0.462], [1.273, 0.926, -0.497], [-1.314, -0.872, 0.944], [0.303, -0.199, -2.777], [0.430, -2.213, 1.067], [0.326, 0.212, 1.274], [-1.307, 0.711, -0.556], [0.820, -2.230, 2.069], [0.576, 1.319, 0.234], [-0.755, 1.564, -0.607], [0.974, 2.281, 0.522], [-1.317, 2.376, -0.293], [-0.588, 0.009, -2.429], [-0.294, 1.719, -1.511], [-1.140, 0.037, -3.221]], "mulliken_charge": [0.29, 0.44, -0.31, 0.32, 0.32, 0.26, 0.26, 0.33, -0.91, -0.65, 0.32, 0.34, -0.56, -0.31, 0.45, 0.35, -0.64, 0.39, 0.31]}

=====

{"formula": "C3H13N2O", "method": "wB97M-V/def2-TZVPD", "total_charge": 2, "e_homo_ev": [-19.886, -19.886], "orbital_gap_ev": [12.48, 7.30], "relative_energy_kj_mol": 71.5, "lumo_energy_ev": [-7.40, -12.59], "spin_multiplicity": 2, "largest_force_ha_per_bohr": 0.046, "elements": ["H", "H", "C", "N", "C", "N", "O", "H", "H", "H", "C", "H", "H", "H", "H", "H", "H", "H", "H"], "coordinates": [[-2.163, 0.083, -1.561], [0.882, -2.476, 1.809], [0.590, -1.437, 1.589], [-0.456, 1.205, -0.927], [-1.491, 0.140, -0.716], [0.441, -1.262, 0.167], [1.840, 2.321, -0.192], [0.477, 0.982, -0.548], [-0.687, -1.719, -1.455], [-1.573, -1.906, 0.120], [-0.871, -1.310, -0.461], [1.360, -0.747, 1.954], [-0.350, -1.266, 2.108], [-2.053, 0.356, 0.189], [1.157, -1.740, -0.384], [-0.711, 2.073, -0.455], [-0.293, 1.370, -1.913], [2.105, 2.053, 0.703], [1.797, 3.279, -0.028]], "mulliken_charge": [0.37, 0.37, -0.75, -0.20, -0.57, -0.02, -0.70, 0.34, 0.42, 0.39, -0.50, 0.30, 0.39, 0.36, 0.34, 0.37, 0.39, 0.35, 0.36]}

=====

{"formula": "C3H13N2OS2", "method": "wB97M-V/def2-TZVPD", "total_charge": 1, "e_homo_ev": -12.860, "orbital_gap_ev": 10.11, "relative_energy_kj_mol": 0.0, "lumo_energy_ev": -2.75, "largest_force_ha_per_bohr": 0.018, "elements": ["H", "N", "H", "S", "S", "N", "H", "C", "H", "H", "H", "C", "H", "O", "H", "C", "H", "H", "H", "H", "H"], "coordinates": [[3.476, 0.926, -2.034], [0.590, 0.692, -0.755], [-1.421, 2.726, 1.037], [-0.603, -1.529, 1.360], [-0.004, -2.495, -0.314], [-1.263, 2.587, -1.137], [0.076, 3.198, 0.353], [-1.249, 0.042, 0.742], [-1.085, 3.517, -1.504], [0.519, 1.071, 1.304], [-1.929, 0.421, 1.506], [-0.164, 1.086, 0.466], [-1.891, -0.055, -0.146], [3.391, 0.881, -1.074], [4.283, 1.014, -0.737], [-0.738, 2.489, 0.225], [1.610, 0.817, -0.698], [0.195, 1.223, -1.549], [-2.274, 2.499, -1.170], [0.437, -0.310, -0.976], [-1.168, -3.039, -0.714]], "mulliken_charge": [0.30, -0.06, 0.41, 0.04, -0.27, -0.59, 0.43, -1.25, 0.23, 0.37, 0.41, 0.23, 0.47, -0.66, 0.30, -0.73, 0.35, 0.44, 0.22, 0.14, 0.22]}

=====

{"formula": "C3H13N2OS2", "method": "wB97M-V/def2-TZVPD", "total_charge": 2, "e_homo_ev": [-16.940, -16.824], "orbital_gap_ev": [8.30, 4.21], "relative_energy_kj_mol": 166.8, "lumo_energy_ev": [-8.64, -12.62], "spin_multiplicity": 2, "largest_force_ha_per_bohr": 0.092, "elements": ["H", "H", "S", "N", "H", "H", "H", "C", "C", "H", "N", "H", "H", "H", "H", "C", "H", "H", "O", "H", "S"], "coordinates": [[3.468, -0.051, 0.480], [-1.995, 1.065, -1.947], [-0.697, -1.376, 1.198], [-0.876, 2.814, -2.140], [-0.656, 2.398, -3.080], [-2.546, 2.570, -0.839], [1.220, 0.799, 0.228], [-1.766, 2.006, -1.296], [-1.137, -0.356, -0.325], [2.477, -0.081, 1.667], [0.571, 1.463, -0.318], [-0.899, -0.855, -1.371], [0.805, 1.691, -1.305], [-1.000, 3.775, -2.295], [-2.359, -0.479, -0.397], [-0.927, 1.187, -0.172], [0.601, -3.768, 0.169], [-1.341, 1.669, 0.718], [2.674, 0.373, 0.876], [0.917, 2.283, 0.171], [1.011, -2.435, 0.599]], "mulliken_charge": [0.34, 0.30, 0.34, -0.57, 0.25, 0.35, 0.21, -0.45, -0.92, 0.30, -0.23, 0.47, 0.40, 0.22, 0.48, 0.04, 0.36, 0.40, -0.64, 0.41, -0.07]}

=====

{"formula": "C3H13N2PS", "method": "wB97M-V/def2-TZVPD", "total_charge": 2, "e_homo_ev": [-14.193, -13.636], "orbital_gap_ev": [5.53, 4.31], "relative_energy_kj_mol": 373.1, "lumo_energy_ev": [-8.66, -9.33], "largest_force_ha_per_bohr": 0.072, "elements": ["H", "H", "H", "P", "N", "C", "H", "H", "H", "S", "H", "N", "H", "H", "H", "H", "C", "H", "H", "C"], "coordinates": [[-3.287, -1.454, 1.556], [2.137, -0.351, -0.299], [2.146, -2.804, -0.292], [-0.290, -0.014, 0.360], [1.257, -2.290, 0.083], [1.248, -0.930, -0.459], [1.188, -2.243, 1.147], [1.758, 1.471, 0.554], [1.040, 3.657, -0.246], [-4.831, -0.902, -0.247], [0.556, -2.944, -0.292], [0.410, 2.880, -0.355], [0.579, 2.012, 1.562], [-5.337, -1.968, 0.456], [-3.331, 0.276, 1.157], [1.322, -1.024, -1.602], [-3.530, -0.717, 0.856], [-0.511, 3.329, -0.103], [0.488, 2.554, -1.276], [0.624, 1.699, 0.574]], "mulliken_charge": [0.39, 0.32, 0.41, 0.03, -0.41, -0.73, 0.40, 0.31, 0.35, 0.08, 0.34, -0.33, 0.52, 0.26, 0.38, 0.35, -0.42, 0.37, 0.35, -0.98]}